C25H43N11OP | wB97M-V/def2-TZVPD

```
81
Properties=species:S:1:pos:R:3
P 1.045 0.712 -2.175
O 0.264 3.619 -2.240
N 4.423 -3.436 1.477
N 0.917 -1.874 5.753
N -0.293 -7.113 -2.949
N -4.396 2.824 -1.709
N 2.605 1.422 1.573
N -6.241 -2.677 -1.359
N 0.773 4.437 5.742
N 5.062 6.215 0.039
N -3.336 -8.223 1.451
N 3.011 2.244 -3.442
N -0.755 -2.765 -0.220
C 2.129 -3.876 2.622
C 1.715 -1.078 5.540
C 1.574 1.214 2.036
C -0.474 -3.315 -1.189
C -0.319 2.828 -3.199
C 3.594 2.869 -2.257
C -4.900 3.499 -2.489
C -0.472 -7.656 -1.953
C -5.541 4.370 -3.462
C 0.264 0.950 2.617
C 4.451 5.531 0.728
C -3.922 -7.375 0.946
C -0.502 1.358 -2.813
C 3.417 -3.631 1.993
C -1.246 3.760 -2.564
C -5.646 -1.723 -1.586
C 2.493 0.925 -3.300
C -4.678 -6.309 0.305
C 3.677 4.641 1.577
C 2.728 -0.065 5.286
C 1.463 5.334 5.560
C -0.698 -8.330 -0.686
C 2.371 6.446 5.329
C -0.110 -4.004 -2.417
C -4.872 -0.526 -1.873
H -0.814 0.810 -3.698
H 3.292 0.151 6.191
H 1.841 7.320 4.955
H -1.748 -8.582 -0.561
H -0.060 3.034 -4.230
H 3.767 4.903 2.629
H 3.254 0.214 -2.986
H -5.732 -6.575 0.248
H 0.073 -5.063 -2.229
H 2.164 -3.677 3.692
H -1.640 3.577 -1.580
H -6.613 4.186 -3.482
H 2.259 0.862 4.959
H 1.812 -4.907 2.482
H 2.137 0.575 -4.270
H -4.312 -6.137 -0.706
H -0.407 -7.691 0.145
H 4.635 2.586 -2.155
H -0.502 1.533 2.109
H 1.268 1.319 -0.946
H -4.392 -0.149 -0.973
H 2.379 2.859 -3.928
H 0.787 -3.569 -2.856
H -0.918 -3.944 -3.145
H 3.526 3.945 -2.350
H 1.367 -3.229 2.188
H -4.585 -5.385 0.871
H 0.253 1.223 3.671
H -1.267 4.755 -2.977
H 3.087 2.599 -1.326
H 0.915 -0.647 -1.888
H 2.896 6.741 6.236
H 0.016 -0.107 2.532
H -1.249 1.322 -2.027
H -5.374 5.414 -3.202
H 4.012 3.611 1.471
H -0.118 -9.250 -0.632
H -5.140 4.189 -4.457
H 3.116 6.160 4.588
H -4.100 -0.750 -2.609
H 2.621 4.676 1.314
H -5.503 0.265 -2.271
H 3.423 -0.390 4.514
```

## Properties
* charge: +1
* Kohn-Sham gap: 9.980 eV
* E: -54338.0761 eV

Results of the Mulliken charge analysis, in e, for atoms 1 through 5: atom 1 (P): 0.554, atom 2 (O): -0.356, atom 3 (N): -0.403, atom 4 (N): -0.422, atom 5 (N): -0.497

=====

C24H27MnN4O2S4 | wB97M-V/def2-TZVPD

```
62
Properties=species:S:1:pos:R:3
Mn -0.008 -0.651 -0.493
S 3.501 1.426 -2.699
S 4.004 1.453 -0.837
S 2.350 -0.311 -3.118
S 2.216 -1.334 -1.393
O 0.920 6.287 -0.553
O 3.056 3.336 4.357
N -1.737 -0.626 -1.533
N -0.455 -2.569 0.206
N 0.800 0.137 1.335
N 0.201 1.335 -0.925
C 0.499 -3.456 0.516
C 0.844 5.485 -1.714
C 0.596 4.026 -1.426
C 1.130 -0.549 2.430
C -1.731 -2.971 0.305
C 3.140 1.926 4.438
C -1.075 -2.198 -3.372
C 1.863 -0.006 3.463
C -0.008 3.207 -2.371
C 1.931 2.034 2.237
C 1.187 1.418 1.241
C -3.137 -0.619 -3.291
C -1.976 -1.160 -2.772
C 0.991 3.466 -0.221
C -2.081 -4.241 0.721
C -2.787 1.044 0.013
C 2.286 1.314 3.364
C 0.788 2.114 -0.006
C -0.193 1.868 -2.084
C -1.095 -5.167 1.040
C 0.225 -4.745 0.926
C -1.442 -6.552 1.500
C -3.636 0.286 -2.324
C -2.750 0.260 -1.265
H -1.591 -3.152 -3.504
H 2.808 1.562 5.416
H 1.522 -3.114 0.412
H 1.462 4.090 0.523
H 1.813 5.583 -2.208
H 3.733 3.723 4.918
H -3.579 -0.864 -4.245
H 2.255 3.057 2.139
H -2.298 -6.942 0.950
H -2.476 -2.245 0.011
H -0.682 1.193 -2.775
H 0.785 -1.575 2.470
H -0.204 -2.375 -2.736
H 4.172 1.585 4.287
H 1.043 -5.418 1.143
H -3.129 -4.508 0.775
H 0.045 6.335 -0.153
H -0.603 -7.234 1.370
H 0.085 5.856 -2.411
H 2.101 -0.607 4.331
H -1.707 -6.543 2.559
H -4.539 0.875 -2.383
H -2.414 2.067 -0.107
H -0.347 3.601 -3.319
H -0.700 -1.893 -4.351
H -2.172 0.568 0.785
H -3.802 1.112 0.407
```

## Properties
* multiplicity: 5
* <S²>: 6.03
* charge: 0
* Kohn-Sham gap (alpha / beta): 6.157 / 5.673 eV
* E: -110044.4881 eV
* energy relative to the best compared isomer or geometry (same formula, charge and spin): 0.000 eV

Results of the Mulliken charge analysis, in e, for atoms 1 through 5: atom 1 (Mn): -0.663, atom 2 (S): -0.013, atom 3 (S): -0.170, atom 4 (S): -0.082, atom 5 (S): -0.208

=====

C5H8O2 | wB97M-V/def2-TZVPD

```
15
Properties=species:S:1:pos:R:3
O -0.844 0.138 -0.777
O -2.470 1.733 -0.791
C -0.999 2.379 0.358
C 0.401 -0.178 -0.093
C 0.084 -1.081 1.086
C -1.397 1.263 -0.394
C 1.318 -0.809 -1.121
H 0.997 -1.308 1.646
H 0.883 -1.737 -1.505
H -0.355 -2.022 0.737
H -0.626 -0.600 1.768
H 0.832 0.771 0.255
H 1.485 -0.126 -1.957
H -1.447 2.369 1.360
H 2.284 -1.041 -0.662
```

## Properties
* charge: 0
* Kohn-Sham gap: 9.219 eV
* E: -9406.0191 eV
* energy relative to the best compared isomer or geometry (same formula, charge and spin): 3.813 eV

Results of the Mulliken charge analysis, in e, for atoms 1 through 5: atom 1 (O): -0.364, atom 2 (O): -0.514, atom 3 (C): -0.467, atom 4 (C): 0.593, atom 5 (C): -1.256

=====

C3H7NOS2 | wB97M-V/def2-TZVPD

```
14
Properties=species:S:1:pos:R:3
S -1.278 0.441 -2.660
S -0.962 1.724 -1.028
O 2.293 -0.866 0.476
N -0.974 -0.944 0.537
C 0.439 1.055 -0.094
C 1.332 -0.915 1.189
C 0.063 -0.036 0.939
H 0.910 0.463 -0.890
H -0.941 -1.454 -0.330
H -1.809 1.475 -3.359
H 1.179 -1.713 1.944
H 0.941 1.951 0.237
H -1.047 -1.714 1.187
H -0.147 0.532 1.852
```

## Properties
* charge: 0
* SMILES string: N[C@@H](C=O)CSS
* Kohn-Sham gap: 8.639 eV
* E: -28431.2822 eV
* energy relative to the best compared isomer or geometry (same formula, charge and spin): 1.960 eV

Results of the Mulliken charge analysis, in e, for atoms 1 through 5: atom 1 (S): -0.204, atom 2 (S): -0.034, atom 3 (O): -0.462, atom 4 (N): -0.590, atom 5 (C): -0.919

=====

C6H11NO2 | wB97M-V/def2-TZVPD

```
20
Properties=species:S:1:pos:R:3
O -0.746 0.528 -1.942
O -0.337 2.493 0.030
N -1.849 0.373 1.094
C 0.230 1.302 0.241
C -0.473 0.206 0.830
C 0.050 -0.157 -1.211
C 1.244 0.725 -0.688
C 0.322 -1.609 -1.518
C 0.245 -0.677 1.826
H -2.287 0.839 0.305
H -2.195 0.309 2.040
H -0.365 -1.556 2.029
H 1.210 -1.015 1.456
H 0.275 -1.773 -2.594
H 1.629 1.431 -1.421
H -0.449 -2.209 -1.034
H -0.218 2.742 -0.903
H 1.281 -1.971 -1.149
H 0.409 -0.156 2.772
H 2.024 0.176 -0.163
```

## Properties
* charge: 0
* SMILES string: CC(=O)C/C(O)=C(\C)N
* Kohn-Sham gap: 8.028 eV
* E: -11982.5870 eV
* energy relative to the best compared isomer or geometry (same formula, charge and spin): 3.681 eV

Results of the Mulliken charge analysis, in e, for atoms 1 through 5: atom 1 (O): -0.718, atom 2 (O): -0.497, atom 3 (N): -0.530, atom 4 (C): -0.037, atom 5 (C): 0.948

=====

C5H7NO4 | wB97M-V/def2-TZVPD

```
17
Properties=species:S:1:pos:R:3
O 0.444 0.828 2.303
O 2.804 0.257 0.636
O 0.292 -1.348 0.351
O -2.361 -1.102 -1.944
N -2.814 0.547 -0.238
C -1.797 -0.140 -0.266
C 0.350 0.958 0.927
C -0.398 -0.122 0.147
C 0.804 -0.473 -0.645
C 1.612 0.628 0.026
H -1.654 -1.765 -1.890
H -0.042 1.958 0.709
H 0.741 -0.059 2.535
H 2.688 -0.569 1.120
H 1.816 1.467 -0.650
H -3.377 -0.171 -1.475
H 0.892 -0.894 -1.647
```

## Properties
* charge: 0
* Kohn-Sham gap: 9.715 eV
* E: -14971.5131 eV
* energy relative to the best compared isomer or geometry (same formula, charge and spin): 6.669 eV

Results of the Mulliken charge analysis, in e, for atoms 1 through 5: atom 1 (O): -0.525, atom 2 (O): -0.539, atom 3 (O): -0.436, atom 4 (O): -0.829, atom 5 (N): -0.707